Entry 1:
ORCA calculation (the ωB97M-V functional and the def2-TZVPD basis) on a 2-piece molecular cluster, C5H11N overall at a distorted geometry.

The energy above the lowest of the compared OMol25 structures with the same formula, charge and spin is 52.5 kcal per mole. The calculation puts the HOMO energy at -9.66 eV. For the frontier orbital gap, the calculation gives 10.7 eV. Its net charge is 0. Its max |F| is 1.88 eV/Å. Its SMILES is C=CC.C=NC.

```
17
Properties=species:S:1:pos:R:3:mulliken_charge:R:1
H 0.954 -1.047 -1.620 0.27
H -2.251 0.989 0.307 0.32
C 1.209 -1.375 -0.598 -0.92
H 0.795 -3.286 -2.621 0.25
H 0.481 -0.859 0.013 0.24
H -2.414 2.634 -0.390 0.39
N -1.171 2.324 1.406 -0.42
C 1.045 -3.657 -1.631 -0.75
H 1.259 -4.711 -1.540 0.24
H -0.433 4.124 0.730 0.25
H -0.256 3.804 2.493 0.26
C -0.518 3.397 1.529 -0.25
H 1.468 -3.387 0.379 0.28
H -1.109 1.710 -0.729 0.30
H 2.213 -0.984 -0.423 0.27
C 1.224 -2.894 -0.556 0.12
C -1.752 1.950 0.138 -0.84
```


Entry 2:
ORCA calculation (the ωB97M-V functional and the def2-TZVPD basis) on a single C5H11N molecule.

The energy above the lowest of the compared OMol25 structures with the same formula, charge and spin is 29.6 kcal per mole. The calculation puts the HOMO energy at -8.99 eV. For the frontier orbital gap, the calculation gives 10.2 eV. Its net charge is 0. Its max |F| is 0.26 eV/Å. Its SMILES is CC[C@H]1CN1C.

```
17
Properties=species:S:1:pos:R:3:mulliken_charge:R:1
H 1.213 1.832 -1.528 0.30
C 0.815 -1.210 -0.185 -0.50
H 1.862 -1.517 -0.222 0.29
H -0.848 -0.452 2.234 0.27
H -0.856 1.229 1.725 0.35
H -2.323 -1.119 0.440 0.27
C -2.067 -0.056 0.481 -1.15
N 0.451 0.032 -0.833 -0.20
H 1.503 0.431 -2.576 0.29
H -1.875 0.278 -0.542 0.32
H 1.348 0.473 1.087 0.37
H -2.936 0.482 0.869 0.37
H 2.487 0.657 -1.103 0.32
C 0.484 0.000 0.612 0.03
H 0.098 -2.024 -0.273 0.22
C -0.832 0.198 1.350 -0.62
C 1.477 0.769 -1.535 -0.92
```


Entry 3:
ORCA calculation (the ωB97M-V functional and the def2-TZVPD basis) on a single C5H11N molecule at a distorted geometry.

The energy above the lowest of the compared OMol25 structures with the same formula, charge and spin is 31.3 kcal per mole. The calculation puts the HOMO energy at -7.83 eV. For the frontier orbital gap, the calculation gives 8.9 eV. Its net charge is 0. Its max |F| is 3.82 eV/Å. Its SMILES is C=C(C)NCC.

```
17
Properties=species:S:1:pos:R:3:mulliken_charge:R:1
H -0.222 1.554 -0.853 0.27
H -2.179 0.547 0.975 0.27
H 1.596 1.989 0.659 0.32
H 1.769 -1.419 1.070 0.28
H 0.380 -1.956 0.054 0.30
C 2.027 1.122 0.158 -1.23
H 2.789 0.697 0.804 0.33
H 2.509 1.474 -0.753 0.32
C -1.922 -0.450 0.615 -1.00
H -2.846 -0.996 0.435 0.35
C 0.953 -1.125 0.429 -1.30
H -1.059 -1.207 -1.336 0.29
C -1.278 -0.201 -0.988 -0.68
C 0.980 0.093 -0.154 1.00
H -2.001 0.300 -1.631 0.35
H -1.412 -0.973 1.416 0.39
N -0.083 0.553 -0.902 -0.25
```


Entry 4:
ORCA calculation (the ωB97M-V functional and the def2-TZVPD basis) on a 2-piece molecular cluster, C5H11N overall at a distorted geometry.

The energy above the lowest of the compared OMol25 structures with the same formula, charge and spin is 183.5 kcal per mole. The calculation puts the HOMO energy at -6.58 eV. For the frontier orbital gap, the calculation gives 4.5 eV. Its net charge is 0. Its max |F| is 2.57 eV/Å.

```
17
Properties=species:S:1:pos:R:3:mulliken_charge:R:1
H -0.537 0.762 1.610 0.25
C -2.430 -0.927 0.298 -0.87
H 3.026 -0.091 0.685 0.33
N -1.181 -0.348 -0.195 -0.38
H -3.314 -0.598 -0.248 0.23
H 0.725 1.843 -0.916 0.35
H 1.314 1.566 0.703 0.29
C 0.672 1.175 -0.072 -0.60
H -2.443 -0.770 1.374 0.34
H -2.395 -2.022 0.133 0.27
H 3.002 0.558 -1.631 0.16
H 0.678 -0.621 -1.329 0.31
H -1.393 1.769 0.430 0.25
C 2.462 -0.594 -0.089 -0.78
H 2.605 -1.625 -0.424 0.29
C -0.757 0.808 0.507 -0.36
C 1.241 -0.131 -0.513 -0.09
```


Entry 5:
ORCA calculation (the ωB97M-V functional and the def2-TZVPD basis) on a single C5H11N molecule.

The energy above the lowest of the compared OMol25 structures with the same formula, charge and spin is 26.2 kcal per mole. The calculation puts the HOMO energy at -9.07 eV. For the frontier orbital gap, the calculation gives 10.4 eV. Its net charge is 0. Its max |F| is 0.28 eV/Å. Its SMILES is CCN1C[C@H]1C.

```
17
Properties=species:S:1:pos:R:3:mulliken_charge:R:1
N 0.438 -0.465 -0.462 -0.37
H 0.209 -1.015 2.864 0.31
H 1.702 -1.605 0.722 0.35
C -0.113 -1.193 1.833 -1.00
C -0.261 0.803 -0.557 0.36
C 1.086 0.637 -1.155 -0.60
C 0.984 -0.786 0.851 -0.40
H -1.019 -0.601 1.663 0.29
H -1.780 1.860 -1.670 0.34
H -0.382 -2.247 1.736 0.29
C -1.514 0.833 -1.396 -1.34
H -1.365 0.255 -2.313 0.33
H -2.358 0.393 -0.853 0.26
H 1.547 0.070 1.264 0.27
H -0.296 1.400 0.359 0.42
H 1.921 1.128 -0.652 0.26
H 1.201 0.532 -2.232 0.24
```


Entry 6:
ORCA calculation (the ωB97M-V functional and the def2-TZVPD basis) on a single C5H11N molecule.

The energy above the lowest of the compared OMol25 structures with the same formula, charge and spin is 70.1 kcal per mole. The calculation puts the HOMO energy (spin up / spin down) at -7.11 / -7.10 eV. For the frontier orbital gap (spin up / spin down), the calculation gives 7.9 / 7.9 eV. Its net charge is 0. Its max |F| is 0.62 eV/Å.

```
17
Properties=species:S:1:pos:R:3:mulliken_charge:R:1
H -1.025 -0.252 -1.898 0.33
H -0.685 1.290 0.725 0.18
C 1.398 -1.081 0.767 -0.72
H -2.462 -0.413 0.843 0.41
C -1.416 -0.733 0.770 -1.54
H -0.359 1.394 -1.767 0.36
H -1.055 -0.978 1.773 0.41
N 0.886 0.037 0.201 0.15
H 2.694 0.440 -0.715 0.35
H 1.836 1.943 0.053 0.26
H 1.118 -2.091 0.455 0.24
C 1.820 0.897 -0.262 -0.69
C -1.026 0.665 -1.297 -1.24
H -1.391 -1.644 0.161 0.35
C -0.576 0.367 0.134 0.43
H -2.046 1.073 -1.306 0.37
H 2.289 -0.914 1.361 0.35
```


Entry 7:
ORCA calculation (the ωB97M-V functional and the def2-TZVPD basis) on a single C5H11N molecule.

The energy above the lowest of the compared OMol25 structures with the same formula, charge and spin is 32.8 kcal per mole. The calculation puts the HOMO energy at -8.90 eV. For the frontier orbital gap, the calculation gives 10.0 eV. Its net charge is 0. Its max |F| is 0.69 eV/Å. Its SMILES is CN1CC1(C)C.

```
17
Properties=species:S:1:pos:R:3:mulliken_charge:R:1
H -2.026 1.034 -0.161 0.41
H -0.596 1.828 -0.737 0.41
H -2.090 -1.459 0.717 0.32
C -1.048 0.835 -0.601 -1.60
H 2.695 0.910 -0.277 0.28
C -1.123 -1.551 0.211 -1.50
N 1.102 -0.369 0.263 -0.37
H 0.636 -0.375 2.358 0.26
C -0.346 -0.246 0.271 1.20
C 1.780 0.481 -0.689 -0.75
H -1.320 -1.782 -0.844 0.31
H 2.025 -0.128 -1.565 0.25
C 0.478 0.202 1.442 -0.52
H 0.503 1.281 1.610 0.28
H -0.584 -2.404 0.636 0.39
H 1.119 1.287 -1.014 0.26
H -1.206 0.454 -1.620 0.37
```


Entry 8:
ORCA calculation (the ωB97M-V functional and the def2-TZVPD basis) on a single C5H11N molecule at a distorted geometry.

The energy above the lowest of the compared OMol25 structures with the same formula, charge and spin is 61.8 kcal per mole. The calculation puts the HOMO energy at -8.61 eV. For the frontier orbital gap, the calculation gives 9.5 eV. Its net charge is 0. Its max |F| is 2.09 eV/Å. Its SMILES is C=CCCCN.

```
17
Properties=species:S:1:pos:R:3:mulliken_charge:R:1
H 0.000 -1.095 1.190 0.29
H 1.389 0.981 1.044 0.36
H 1.035 1.899 -1.028 0.32
H 2.149 -0.065 -1.841 0.37
N -1.890 -0.160 0.932 -0.65
H -0.554 0.160 2.458 0.34
C 0.630 -1.426 -1.199 -1.01
C 1.261 -0.232 -1.236 -0.08
C 0.463 1.003 -0.787 -0.49
C 0.342 0.926 0.737 -0.75
H -2.104 -1.136 0.754 0.29
H -1.975 0.270 0.019 0.25
H -0.395 0.990 -1.472 0.29
H 1.175 -2.320 -0.937 0.31
C -0.492 -0.153 1.422 -0.47
H -0.369 -1.609 -1.583 0.30
H -0.091 1.863 1.111 0.34
```